{"formula": "C23H33N10ORh", "method": "the ωB97M-V functional and the def2-TZVPD basis", "symbols": ["Rh", "N", "C", "C", "C", "N", "C", "C", "N", "C", "H", "H", "H", "H", "H", "H", "H", "H", "H", "H", "H", "H", "H", "H", "H", "H", "N", "C", "O", "C", "C", "C", "C", "N", "C", "H", "H", "H", "H", "H", "H", "C", "C", "N", "C", "C", "N", "C", "N", "N", "N", "C", "C", "C", "C", "C", "C", "H", "H", "H", "H", "H", "H", "H", "H", "H", "H", "H"], "xyz": [[0.320, -0.163, 1.029], [4.706, 1.594, -2.686], [3.711, 1.958, -1.600], [2.311, 2.104, -2.194], [1.231, 2.201, -1.080], [0.382, 0.957, -0.979], [1.855, 2.537, 0.272], [2.959, 1.565, 0.717], [2.394, 0.497, 1.596], [3.688, 0.927, -0.479], [4.690, 2.278, -3.452], [4.522, 0.676, -3.101], [5.667, 1.579, -2.328], [4.074, 2.916, -1.222], [2.105, 1.245, -2.841], [2.252, 2.988, -2.830], [0.562, 3.015, -1.352], [0.576, 0.332, -1.757], [-0.586, 1.232, -1.123], [1.072, 2.585, 1.036], [2.257, 3.551, 0.225], [3.697, 2.127, 1.294], [2.348, 0.856, 2.548], [3.040, -0.290, 1.651], [3.148, 0.038, -0.827], [4.688, 0.606, -0.179], [-0.476, -5.180, 3.806], [-0.295, -5.577, 2.525], [-0.403, -6.716, 2.150], [0.040, -4.512, 1.487], [0.402, -4.989, 0.229], [0.727, -4.096, -0.778], [0.667, -2.747, -0.503], [0.300, -2.267, 0.700], [-0.006, -3.146, 1.676], [-0.648, -5.907, 4.486], [-0.236, -4.269, 4.146], [0.416, -6.062, 0.078], [1.009, -4.438, -1.764], [0.893, -2.014, -1.267], [-0.317, -2.709, 2.619], [-0.811, 0.605, 4.440], [-1.694, 0.909, 3.283], [-1.420, 0.679, 2.001], [-2.496, 1.163, 1.269], [-3.404, 1.700, 2.110], [-2.897, 1.518, 3.385], [-3.427, 2.165, 4.592], [-4.872, 2.249, 4.590], [-5.397, 3.469, 4.091], [-6.637, 3.476, 4.239], [-7.018, 2.282, 4.848], [-8.255, 1.875, 5.255], [-8.332, 0.585, 5.904], [-7.195, -0.200, 6.124], [-5.948, 0.222, 5.716], [-5.871, 1.502, 5.069], [0.066, 0.054, 4.101], [-1.318, -0.015, 5.181], [-0.468, 1.514, 4.937], [-2.563, 1.075, 0.198], [-4.345, 2.190, 1.923], [-3.092, 3.203, 4.602], [-3.070, 1.660, 5.486], [-9.135, 2.492, 5.116], [-9.304, 0.231, 6.222], [-7.292, -1.155, 6.622], [-5.074, -0.392, 5.883]], "atomic_forces_ev_per_a": [[-0.0094, 0.0536, -0.0206], [-0.0181, -0.0237, 0.0047], [0.0717, 0.0223, -0.0522], [-0.0266, 0.0029, 0.0191], [-0.0017, -0.0364, -0.0547], [-0.0084, 0.0571, 0.0350], [-0.0281, 0.0262, 0.0326], [0.0370, -0.0558, 0.0181], [-0.0246, 0.0494, 0.0524], [-0.0215, 0.0174, -0.0173], [-0.0117, 0.0135, 0.0022], [-0.0054, -0.0045, -0.0026], [0.0038, -0.0064, 0.0114], [-0.0069, -0.0030, 0.0074], [-0.0039, 0.0042, -0.0061], [0.0107, 0.0113, 0.0115], [-0.0119, -0.0035, 0.0204], [0.0175, -0.0192, 0.0070], [0.0005, 0.0083, -0.0476], [0.0073, 0.0104, 0.0054], [0.0253, -0.0142, -0.0411], [-0.0137, -0.0086, 0.0228], [0.0227, 0.0229, -0.0023], [-0.0070, -0.0123, -0.0084], [0.0030, -0.0097, 0.0215], [0.0131, 0.0306, 0.0001], [-0.0819, 0.0313, -0.0574], [-0.0476, 0.0050, 0.0619], [-0.0100, 0.0124, -0.0290], [0.0581, -0.0270, -0.0248], [0.0338, -0.0108, 0.0171], [-0.0136, -0.0094, -0.0083], [-0.1011, 0.0414, 0.0154], [0.0696, -0.2035, -0.0685], [-0.0312, 0.0724, 0.0275], [0.0161, -0.0029, 0.0110], [0.0947, -0.0215, 0.0238], [-0.0021, 0.0039, -0.0125], [0.0064, -0.0009, 0.0017], [0.0178, -0.0120, -0.0058], [0.0060, -0.0151, 0.0084], [0.0217, -0.0469, -0.0012], [0.0547, 0.0835, 0.0056], [-0.0571, 0.0199, 0.0414], [0.0109, -0.0153, -0.0315], [0.0227, -0.0301, 0.0358], [-0.0541, 0.0484, -0.0276], [-0.0850, 0.0486, -0.0225], [0.0643, -0.1930, 0.0824], [-0.3390, 0.1726, -0.1232], [0.3846, 0.0026, -0.0868], [-0.3978, 0.0679, 0.0839], [0.0359, -0.2537, 0.1258], [-0.2247, 0.4107, -0.1740], [0.4101, -0.0604, -0.0605], [-0.1601, 0.0307, 0.0354], [0.3226, -0.1357, 0.0610], [-0.0071, -0.0014, -0.0065], [-0.0003, 0.0042, 0.0040], [-0.0082, 0.0037, -0.0029], [-0.0037, -0.0176, 0.0040], [-0.0004, -0.0044, -0.0126], [0.0453, -0.0091, 0.1033], [-0.0264, -0.1093, -0.0448], [-0.0224, -0.0350, -0.0021], [0.0180, -0.0198, 0.0327], [-0.0622, 0.0033, 0.0037], [0.0288, 0.0399, -0.0018]], "mulliken_spin": [2.50, 0.00, -0.01, 0.01, -0.04, 0.12, 0.06, -0.06, 0.12, 0.02, 0.00, 0.00, 0.00, 0.00, 0.00, 0.00, 0.00, 0.00, 0.00, -0.02, 0.00, 0.00, 0.00, 0.01, 0.00, 0.00, 0.00, 0.00, 0.00, 0.02, 0.00, 0.01, 0.02, 0.09, 0.02, 0.00, 0.00, 0.00, 0.00, 0.00, -0.01, 0.03, 0.03, 0.02, 0.02, 0.02, 0.02, -0.01, 0.15, -0.05, 0.07, 0.01, 0.18, 0.28, -0.02, 0.21, 0.16, -0.01, 0.00, 0.00, 0.00, 0.00, 0.00, 0.00, 0.00, 0.00, 0.00, 0.00], "total_charge": 4, "orbital_gap_ev": [8.61, 5.11], "fmax_ha_per_bohr": 0.0097, "multiplicity": 5}

***

{"formula": "C23H33N2O8P", "method": "the ωB97M-V functional and the def2-TZVPD basis", "symbols": ["C", "C", "N", "C", "C", "C", "O", "N", "O", "C", "C", "C", "C", "C", "C", "C", "C", "C", "C", "O", "O", "C", "C", "C", "C", "O", "C", "C", "O", "P", "O", "C", "C", "O", "H", "H", "H", "H", "H", "H", "H", "H", "H", "H", "H", "H", "H", "H", "H", "H", "H", "H", "H", "H", "H", "H", "H", "H", "H", "H", "H", "H", "H", "H", "H", "H", "H"], "xyz": [[2.418, 4.954, 1.101], [2.274, 3.669, 0.042], [1.129, 2.740, 0.380], [0.663, 1.948, -0.860], [1.698, 0.730, -1.223], [1.026, -0.554, -1.988], [0.786, -0.466, -3.467], [0.872, 0.806, -3.890], [0.122, 0.834, -4.883], [2.049, -1.877, -1.961], [2.296, -2.655, -0.542], [3.434, -1.991, 0.434], [2.801, -1.956, 1.954], [2.552, -0.618, 2.869], [1.865, -0.767, 4.385], [1.401, -2.198, 5.050], [1.677, -3.556, 4.138], [2.356, -3.408, 2.652], [0.968, -2.913, -2.706], [1.154, -3.761, -3.720], [-0.278, -2.585, -1.936], [-0.406, -1.176, -1.435], [-1.814, -0.700, -2.125], [-3.112, -1.672, -1.711], [-4.442, -1.231, -2.619], [-4.764, 0.201, -2.526], [-5.121, 0.609, -1.158], [-6.067, -0.219, -0.104], [-4.595, 1.780, -0.704], [-0.815, -0.942, 0.447], [-1.940, 0.131, 0.724], [-0.076, 3.634, 0.721], [-0.550, 3.681, 2.309], [-0.763, 4.338, -0.209], [3.545, 5.344, 1.131], [1.810, 5.843, 0.590], [2.048, 4.700, 2.183], [2.227, 4.151, -1.024], [3.313, 3.082, 0.088], [-0.466, 1.642, -0.810], [0.745, 2.731, -1.757], [2.557, 1.208, -1.900], [2.251, 0.451, -0.203], [2.970, -1.793, -2.715], [2.700, -3.741, -0.827], [1.339, -2.835, 0.107], [3.878, -0.974, 0.065], [4.355, -2.749, 0.487], [2.856, 0.453, 2.471], [1.695, 0.207, 5.031], [0.886, -2.330, 6.101], [1.388, -4.635, 4.514], [2.505, -4.394, 2.024], [-1.803, -0.730, -3.319], [-2.069, 0.436, -1.864], [-2.881, -2.783, -2.012], [-3.441, -1.546, -0.596], [-5.325, -1.908, -2.212], [-4.223, -1.596, -3.721], [-6.933, 0.461, 0.342], [-5.481, -0.631, 0.847], [-6.611, -1.155, -0.574], [-1.088, -2.252, 1.046], [0.399, -0.471, 1.091], [-0.616, 4.799, 2.678], [0.272, 3.087, 2.939], [-1.594, 3.119, 2.357]], "atomic_forces_ev_per_a": [[0.1295, 0.4254, -1.1569], [2.1514, 0.9404, 0.4611], [-2.0560, 1.2733, -1.0551], [0.5299, 1.0162, -2.0264], [0.4330, 1.1117, 0.1758], [1.5167, -1.3069, 1.1427], [0.9597, 0.1254, 3.1666], [-3.9963, -0.3175, -4.5374], [3.0584, 1.2852, 2.8139], [-1.9853, -1.5483, -1.3363], [1.1824, -0.4898, -0.1413], [0.2345, -0.9891, 1.2219], [-1.4756, 0.0807, 4.1241], [-0.9371, -3.8546, 1.2370], [0.2040, -2.9727, -1.3361], [2.0671, -0.0923, -4.5896], [1.1292, 3.8645, -1.9569], [-0.8335, 2.5726, 1.9417], [0.9471, -1.3861, -2.8198], [-1.9644, 5.4687, 7.3015], [1.4732, -0.9888, -1.4635], [-0.1825, -0.5570, -2.0268], [-1.1271, 0.9327, -0.9627], [-0.3554, 0.8309, -0.7697], [0.6630, -2.2423, 0.6766], [-0.5798, -0.9687, 3.2564], [3.1309, 5.8253, 2.4609], [-0.7555, -0.8854, 0.1006], [-3.6251, -7.6939, -3.4083], [-1.8557, 2.7428, 1.2953], [2.9203, -3.1314, -1.0139], [-3.4919, 3.3545, -2.9227], [0.8063, -0.6371, -0.8131], [4.5523, -4.5781, 5.7079], [-2.4633, -1.1312, 0.0002], [1.0688, -1.9244, 1.5748], [0.7229, 0.5613, -2.1753], [-0.2847, -1.0452, 1.7627], [-2.4042, 0.9363, -0.0826], [2.2731, 0.4479, 0.3939], [-0.4848, -1.8134, 1.6539], [-1.9184, -1.3271, 1.3169], [-1.4891, 0.0175, -2.2679], [-1.9131, 0.0962, 2.0834], [-1.0148, 2.3629, 0.5022], [1.6099, 0.5666, -1.5858], [-1.1498, -1.8382, 0.8730], [-1.9909, 1.7293, -0.1018], [-0.7579, -2.4744, 0.9521], [0.4204, -2.1887, -1.5962], [1.2581, 0.6040, -2.4125], [0.6606, 2.5124, -0.8053], [-0.2708, 2.2031, 1.4000], [0.5534, -0.1315, 2.6368], [0.5376, -2.5910, -0.2806], [-0.4142, 2.1484, 0.8275], [0.9616, -0.3601, -1.9736], [1.6492, 1.5220, -0.9067], [-0.6457, 1.4885, 2.0720], [2.1319, -1.0873, -1.2718], [-0.8096, 1.1626, -2.3424], [1.2160, 1.9625, 0.7161], [0.3878, 0.8394, -0.7794], [-0.5750, -0.7517, -0.5775], [-0.0211, -2.3463, -0.9200], [-1.9652, 1.3213, -1.3712], [2.2539, 1.3181, -0.0622]], "lowdin_charge": [-0.11, -0.24, -0.12, -0.18, -0.10, -0.26, -0.10, 0.01, 0.03, -0.08, -0.15, -0.18, -0.16, -0.04, -0.06, -0.07, -0.07, -0.04, -0.19, 0.02, -0.10, -0.37, -0.13, -0.14, -0.19, -0.09, -0.28, -0.04, -0.03, 0.84, -0.48, -0.30, -0.04, -0.03, 0.09, 0.10, 0.07, 0.12, 0.12, 0.11, 0.13, 0.14, 0.11, 0.19, 0.15, 0.10, 0.11, 0.13, 0.09, 0.08, 0.08, 0.08, 0.09, 0.14, 0.13, 0.13, 0.10, 0.12, 0.14, 0.11, 0.11, 0.08, 0.04, 0.01, 0.10, 0.08, 0.11], "total_charge": 0, "orbital_gap_ev": 8.57, "fmax_ha_per_bohr": 0.1815, "smiles": "CCN(CC[C@@]1(ON=O)[C@@H](CCc2ccccc2)C(=O)O[C@@]1(CCCOC(C)=O)[PH2]=O)C(C)=O"}

***

{"formula": "C23H33N3O2", "method": "the ωB97M-V functional and the def2-TZVPD basis", "symbols": ["C", "C", "C", "N", "C", "C", "C", "N", "C", "C", "C", "C", "C", "C", "C", "C", "C", "C", "C", "O", "O", "C", "C", "C", "C", "C", "C", "N", "H", "H", "H", "H", "H", "H", "H", "H", "H", "H", "H", "H", "H", "H", "H", "H", "H", "H", "H", "H", "H", "H", "H", "H", "H", "H", "H", "H", "H", "H", "H", "H", "H"], "xyz": [[1.689, 2.923, 1.587], [2.965, 3.339, 0.865], [3.077, 2.718, -0.532], [3.227, 1.291, -0.475], [2.255, 0.356, -0.466], [2.869, -0.868, -0.321], [2.237, -2.219, -0.270], [0.831, -2.150, 0.076], [0.161, -3.422, -0.114], [-1.295, -3.319, 0.359], [-1.699, -1.841, 0.400], [-3.219, -1.698, 0.652], [-3.703, -0.291, 0.444], [-4.190, 0.101, -0.798], [-4.603, 1.402, -1.017], [-4.537, 2.334, 0.006], [-4.064, 1.951, 1.249], [-3.653, 0.648, 1.466], [-1.421, -1.254, -0.979], [-1.563, -1.868, -2.007], [-1.113, 0.044, -0.945], [-0.991, 0.700, -2.207], [-1.080, 2.198, -1.976], [-0.871, -1.152, 1.489], [0.579, -1.656, 1.415], [4.246, -0.563, -0.247], [5.383, -1.510, -0.099], [4.433, 0.743, -0.340], [1.654, 1.844, 1.715], [0.809, 3.233, 1.026], [1.645, 3.384, 2.571], [3.835, 3.032, 1.449], [2.992, 4.425, 0.762], [3.960, 3.117, -1.037], [2.187, 2.953, -1.123], [1.219, 0.603, -0.552], [2.801, -2.861, 0.435], [2.307, -2.687, -1.259], [0.678, -4.236, 0.429], [0.189, -3.653, -1.182], [-1.941, -3.867, -0.327], [-1.415, -3.744, 1.357], [-3.433, -2.026, 1.672], [-3.740, -2.363, -0.040], [-4.241, -0.622, -1.600], [-4.977, 1.692, -1.989], [-4.857, 3.351, -0.165], [-4.017, 2.671, 2.054], [-3.294, 0.357, 2.443], [-1.796, 0.353, -2.863], [-0.035, 0.418, -2.663], [-0.992, 2.721, -2.924], [-0.283, 2.527, -1.314], [-2.033, 2.445, -1.516], [-0.909, -0.073, 1.345], [-1.293, -1.383, 2.469], [0.749, -2.451, 2.165], [1.275, -0.846, 1.634], [6.314, -0.953, -0.057], [5.275, -2.096, 0.813], [5.416, -2.200, -0.942]], "atomic_forces_ev_per_a": [[0.2167, 0.0987, -0.0153], [-0.1617, -0.1542, -0.1622], [0.1843, 0.5933, 0.3182], [-0.2738, -0.5067, -0.1716], [0.1920, -0.3285, -0.0624], [0.0281, 0.1797, -0.0139], [0.0375, 0.0079, -0.0935], [0.2328, -0.0333, 0.0442], [0.0082, -0.2910, -0.1034], [0.0528, 0.1658, -0.1756], [-0.1315, -0.1345, 0.0569], [0.1745, 0.0380, -0.1148], [-0.2538, -0.0347, 0.1099], [-0.0517, -0.0118, 0.0266], [-0.0341, 0.0380, -0.0678], [-0.0297, 0.1084, -0.0341], [0.0295, 0.1002, 0.0584], [-0.0193, -0.0345, -0.0211], [0.0119, -0.1382, 0.0665], [-0.1031, -0.1157, -0.1373], [0.0979, 0.3116, 0.1923], [-0.1065, 0.1883, -0.4731], [0.0086, -0.4455, 0.1345], [0.1066, 0.0006, -0.0937], [-0.0279, 0.1244, 0.2364], [-0.4143, 0.1055, 0.0257], [-0.0579, 0.0738, -0.0181], [0.7195, 0.2310, 0.0398], [-0.0605, -0.1090, 0.0509], [-0.1514, 0.0096, -0.0405], [-0.0758, 0.0071, 0.1039], [0.0689, 0.0703, -0.0389], [0.0698, 0.0329, -0.0043], [-0.1548, -0.0887, -0.0538], [0.0763, -0.0436, -0.0115], [-0.3239, 0.1074, -0.0159], [-0.0713, -0.0028, -0.0901], [-0.0050, -0.0790, 0.1191], [0.0001, 0.0853, -0.0462], [0.0116, -0.0474, 0.0763], [-0.0292, -0.0247, 0.0535], [-0.0529, 0.0179, 0.0461], [0.0096, -0.0583, -0.0200], [-0.0113, -0.0265, 0.0443], [0.0004, -0.0974, -0.0859], [-0.0375, 0.0164, -0.0748], [-0.0339, 0.0705, -0.0055], [-0.0035, 0.0518, 0.0646], [0.0449, -0.0490, 0.1093], [0.1638, 0.0400, 0.0667], [-0.1250, -0.0321, 0.0386], [0.0240, 0.0716, -0.0975], [0.1089, 0.1114, 0.0724], [-0.0618, 0.0631, 0.0274], [-0.0091, -0.0024, 0.1062], [-0.0693, 0.0077, 0.0169], [0.0539, 0.0325, -0.0377], [-0.0351, -0.0941, 0.0460], [0.0929, -0.0231, 0.0072], [0.0639, -0.0730, 0.0366], [0.0864, -0.0808, -0.0150]], "lowdin_charge": [-0.10, -0.23, -0.15, -0.16, -0.02, -0.15, -0.14, -0.17, -0.18, -0.09, -0.35, -0.07, -0.22, -0.04, -0.09, -0.10, -0.08, -0.04, -0.47, 0.13, -0.03, -0.21, -0.04, -0.09, -0.15, -0.31, -0.03, 0.13, 0.06, 0.07, 0.07, 0.11, 0.11, 0.12, 0.12, 0.11, 0.13, 0.14, 0.12, 0.12, 0.12, 0.13, 0.13, 0.13, 0.12, 0.11, 0.10, 0.10, 0.11, 0.12, 0.13, 0.08, 0.05, 0.06, 0.11, 0.12, 0.13, 0.11, 0.07, 0.08, 0.08], "total_charge": 0, "orbital_gap_ev": 9.31, "fmax_ha_per_bohr": 0.0147, "smiles": "CCCn1cc(CN2CCC(Cc3ccccc3)(C(=O)OCC)CC2)c(C)n1", "e_above_lowest_ev": 2.059}

***

no.,energy (eV)
1,-44304.265
2,-53013.271
3,-32952.660